C5H11NO in the gas phase, computed with ωB97M-V with the def2-TZVPD basis set.

Bonds (Å) are listed after each position.
Atoms and positions in Å:
1 H -1.704 -0.063 -0.053  C2 1.089
2 C -0.647 -0.304 -0.160  H1 1.089, C4 1.586, C10 1.514, C14 1.537
3 H 0.605 -2.097 -0.057  C14 1.099
4 C 0.219 0.604 0.810  C2 1.586, H6 1.109, C12 1.581, N15 1.421
5 H -1.093 -2.349 -0.351  C14 1.116
6 H -0.097 0.333 1.838  C4 1.109
7 H -0.498 -0.986 -2.181  C10 1.107
8 H 0.293 2.712 -0.077  C12 1.106
9 H 0.944 -0.006 -1.697  C10 1.084
10 C -0.124 -0.141 -1.572  C2 1.514, H7 1.107, H9 1.084, H13 1.104
11 H 1.958 -0.386 0.808  N15 1.017
12 C -0.380 2.029 0.474  C4 1.581, H8 1.106, O16 1.198
13 H -0.642 0.729 -2.013  C10 1.104
14 C -0.385 -1.755 0.275  C2 1.537, H3 1.099, H5 1.116, H17 1.090
15 N 1.633 0.569 0.676  C4 1.421, H11 1.017, H18 1.012
16 O -1.547 2.239 0.638  C12 1.198
17 H -0.615 -2.225 1.230  C14 1.090
18 H 2.080 1.097 1.414  N15 1.012

Its total energy is -8900.0388 eV. Its SMILES is CC(C)[C@@H](N)C=O. The LUMO energy comes out at 0.937 eV. As for the HOMO energy: -9.4 eV. The calculation puts the energy above the lowest of the compared OMol25 structures with the same formula, charge and spin at 160.0 kJ/mol. The frontier orbital gap comes out at 0.3810 Ha. The multiplicity is 1.